{"formula": "CH3O3", "method": "ωB97M-V/def2-TZVPD", "total_charge": -1, "e_homo_ev": -4.34, "species": ["O", "C", "O", "H", "H", "H", "O"], "xyz": [[1.429110, -0.040430, 1.215964], [0.811240, 0.914365, 0.718521], [-0.001500, 0.909770, -0.247086], [0.924642, 1.928892, 1.197136], [-0.841996, -1.692142, -1.605686], [-0.961297, -0.586433, -0.459684], [-1.360200, -1.434021, -0.819165]], "forces_ev_per_a": [[0.1, 0.4, 0.0], [-0.4, -0.3, 0.0], [0.0, 0.0, 0.1], [0.2, -0.1, 0.0], [-0.2, 0.6, 0.9], [0.3, -0.6, -0.7], [0.0, 0.0, -0.3]], "lowdin_charge": [-0.120, -0.665, -0.161, 0.084, 0.017, -0.007, -0.148]}

=====

{"formula": "C2H4N", "method": "ωB97M-V/def2-TZVPD", "total_charge": 1, "spin_multiplicity": 3, "e_homo_ev": [-15.08, -18.04], "species": ["C", "C", "N", "H", "H", "H", "H"], "xyz": [[2.001949, 0.017573, 0.005483], [0.811304, 0.178923, -0.021385], [-0.479863, 0.414477, -0.067402], [3.009858, 0.139401, -0.139209], [-1.537917, -1.153639, 0.253866], [-1.072469, 0.057700, -0.706207], [-0.850831, 1.074270, 0.634016]], "forces_ev_per_a": [[0.9, -0.2, 0.0], [-5.0, 0.6, -0.5], [5.2, 3.1, 3.6], [2.1, -0.1, -0.1], [-1.0, -1.5, 0.4], [-2.3, -1.5, -3.0], [0.0, -0.4, -0.4]], "lowdin_charge": [0.366, -0.044, 0.193, 0.080, 0.182, 0.043, 0.180]}

=====

{"formula": "C4H4O5Tl", "method": "ωB97M-V/def2-TZVPD", "total_charge": -1, "e_homo_ev": [-1.16, -1.16], "species": ["O", "C", "C", "O", "O", "C", "H", "H", "H", "H", "O", "O", "C", "Tl"], "xyz": [[-0.449660, -0.193207, 1.569731], [0.492087, -0.549581, 0.689503], [-1.079464, -1.346545, 2.136304], [-0.711060, 1.182423, -1.435018], [0.569442, -1.877661, 0.578180], [-0.350636, -2.514267, 1.469806], [-2.149682, -1.317062, 1.906511], [-0.932589, -1.313132, 3.222229], [-1.017749, -3.147280, 0.873428], [0.210037, -3.133738, 2.178167], [1.462940, 0.178692, 0.488472], [-1.490944, 1.820505, -3.423798], [-0.503316, 1.530448, -2.703255], [1.153999, 2.251158, -0.882203]], "forces_ev_per_a": [[-0.9, 0.0, -0.2], [3.6, 1.3, 2.5], [-0.2, 0.3, -0.1], [-0.7, -0.7, 0.6], [-0.4, -0.6, -0.6], [-0.2, -0.2, -0.5], [0.2, 0.0, 0.0], [0.0, 0.0, -0.2], [0.1, 0.1, 0.2], [0.0, 0.2, -0.2], [-2.1, -1.8, -0.6], [1.4, -0.8, 0.6], [-1.1, 1.2, -0.6], [0.3, 1.0, -0.8]], "lowdin_charge": [0.056, -0.556, -0.102, -0.478, 0.069, -0.105, 0.131, 0.127, 0.129, 0.126, -0.102, -0.201, -0.744, 0.651]}

=====

Here are the calculated F_max numbers, same order: 0.0208; 0.1359; 0.0882 (hartree/bohr).
Here are the calculated energy relative to the best compared isomer or geometry (same formula, charge and spin) numbers, same order: 3.81; 13.48; 66.85 (kcal per mole).